Density functional theory data (wB97M-V/def2-TZVPD) for 2 unconnected molecules or ions with the total composition C4H8NOS at a distorted geometry.

Summary:
E_tot   -684.95796 hartree
Strongest force on any atom   0.1338 Eh/bohr
Charge   +1
Multiplicity   1
Kohn-Sham gap (alpha / beta)   9.085 / 9.086 eV

Geometry as XYZ:
```
15
Properties=species:S:1:pos:R:3:forces:R:3
C 0.576291 -1.302496 0.388917 3.6 -0.9 -0.6
C -1.659728 0.302183 0.126450 3.3 -1.2 1.7
C -1.391879 1.675119 0.709935 -2.6 -1.8 1.4
C 2.524336 -0.812705 -0.800214 -1.2 2.4 -3.8
N -0.480119 -1.189624 0.973764 -6.2 2.8 0.5
O 1.092986 -0.657193 -0.611201 -0.1 0.7 -0.6
S -2.714307 -0.388712 -0.884417 -0.4 1.2 0.2
H 1.194381 -2.074506 0.897899 -0.1 0.2 -0.3
H -1.605852 2.562011 0.152493 -0.2 0.2 -1.1
H -0.414604 1.703117 1.128447 0.7 0.0 0.4
H -2.194795 1.752177 1.570152 1.6 -0.3 -1.1
H 2.668753 -1.720934 -1.408093 0.3 0.8 -0.1
H 2.984905 -0.878840 0.089386 1.6 -0.5 3.3
H 2.844614 0.250998 -1.224842 -0.5 -2.8 0.3
H -3.424988 0.779398 -1.108682 0.1 -0.7 -0.2
```
Forces are in eV/Å.

natural (NBO) atomic charge list, values in e, 5 entries:
1 C 0.355
2 C 0.098
3 C -0.741
4 C -0.249
5 N -0.313